88
Properties=species:S:1:pos:R:3:lowdin_charge:R:1 method="wB97M-V/def2-TZVPD" homo_ev=-10.84 homo_lumo_gap_ha=0.2802 charge=+1
N 2.170 3.373 0.490 0.23
C 1.054 3.949 0.054 -0.35
N 0.006 3.163 -0.342 0.25
C -0.899 4.030 -0.676 -0.40
N -2.210 3.838 -1.141 0.23
C -2.916 3.935 -0.115 -0.26
O -3.487 4.165 0.850 0.28
N -0.511 5.291 -0.521 0.17
N 0.756 5.224 -0.057 0.17
H 2.118 2.512 1.008 0.11
H 3.053 3.775 0.223 0.13
H -1.059 6.117 -0.704 0.20
H 1.366 5.993 0.178 0.20
C 3.879 0.304 3.975 -0.07
C 3.682 0.278 2.470 -0.28
O 4.554 1.148 1.763 -0.19
C 5.944 0.884 1.903 -0.27
C 6.357 -0.488 1.403 -0.07
H 3.818 1.326 4.354 0.09
H 3.117 -0.299 4.468 0.08
H 4.852 -0.093 4.262 0.07
H 2.667 0.616 2.238 0.10
H 3.766 -0.742 2.082 0.11
H 6.257 1.033 2.941 0.11
H 6.455 1.645 1.311 0.12
H 5.929 -1.285 2.013 0.07
H 7.441 -0.592 1.436 0.08
H 6.018 -0.643 0.378 0.08
C -1.547 3.253 -7.214 -0.08
C -0.116 2.857 -6.893 -0.27
O 0.543 3.755 -6.013 -0.15
C -0.032 3.902 -4.735 -0.29
C -0.076 2.614 -3.928 -0.07
H -1.587 4.279 -7.583 0.08
H -1.961 2.589 -7.973 0.08
H -2.191 3.194 -6.334 0.06
H 0.469 2.860 -7.813 0.12
H -0.072 1.836 -6.500 0.11
H -1.032 4.346 -4.814 0.11
H 0.592 4.630 -4.210 0.11
H -0.749 1.881 -4.375 0.07
H -0.430 2.812 -2.916 0.03
H 0.914 2.159 -3.873 0.09
C -4.444 -2.639 -0.651 -0.07
C -3.173 -2.234 -1.375 -0.27
O -3.315 -1.072 -2.179 -0.16
C -3.675 0.111 -1.500 -0.28
C -2.661 0.546 -0.455 -0.08
H -5.271 -2.738 -1.356 0.08
H -4.302 -3.591 -0.140 0.08
H -4.736 -1.899 0.097 0.07
H -2.882 -3.033 -2.057 0.12
H -2.343 -2.110 -0.669 0.11
H -4.673 0.010 -1.057 0.11
H -3.751 0.885 -2.266 0.12
H -2.603 -0.165 0.370 0.07
H -2.932 1.515 -0.046 0.03
H -1.662 0.618 -0.891 0.08
C 3.887 0.150 9.423 -0.08
C 4.230 -0.649 8.178 -0.28
O 4.960 0.085 7.210 -0.18
C 6.224 0.575 7.623 -0.28
C 7.203 -0.515 8.024 -0.08
H 3.378 1.078 9.154 0.08
H 3.237 -0.431 10.078 0.08
H 4.779 0.417 9.991 0.07
H 3.305 -0.954 7.685 0.12
H 4.762 -1.570 8.440 0.11
H 6.105 1.308 8.428 0.11
H 6.629 1.117 6.766 0.11
H 6.876 -1.038 8.925 0.07
H 8.185 -0.087 8.227 0.08
H 7.297 -1.258 7.231 0.08
C -6.479 -4.096 -4.776 -0.08
C -5.369 -5.061 -4.396 -0.28
O -5.601 -5.743 -3.176 -0.17
C -6.755 -6.564 -3.129 -0.28
C -6.746 -7.691 -4.147 -0.08
H -6.680 -3.401 -3.958 0.08
H -6.198 -3.525 -5.662 0.08
H -7.411 -4.619 -4.999 0.07
H -4.445 -4.497 -4.256 0.11
H -5.179 -5.776 -5.203 0.11
H -7.661 -5.955 -3.229 0.11
H -6.777 -6.992 -2.127 0.12
H -6.800 -7.312 -5.169 0.07
H -7.602 -8.348 -3.992 0.08
H -5.830 -8.277 -4.063 0.08